No. 1
Computed, not measured: a cluster of 12 separate species, C32H70F14N12O32S14 in total at a distorted geometry, with ωB97M-V/def2-TZVPD.

F_max (eV/Å): 12.34
E_HOMO (eV): -5.7
Orbital gap (eV): 1.33

Geometry as ORCA input:
```
! RIJCOSX wB97M-V def2-TZVPD def2/J DEFGRID3
* xyz -2 1
C 8.90 9.22 1.35
C 10.34 8.84 1.54
O 10.61 7.80 2.05
N 11.44 9.93 1.20
H 11.93 9.72 0.34
H 11.02 10.81 0.92
C 12.55 10.14 2.15
H 8.85 9.57 0.31
H 8.74 10.03 2.05
H 8.19 8.43 1.59
H 13.18 10.82 1.58
H 13.07 9.20 2.33
H 12.15 10.61 3.05
C 14.46 -3.72 -3.22
C 15.35 -2.48 -3.35
O 14.93 -1.44 -3.89
N 16.77 -2.45 -2.75
H 16.66 -3.12 -2.00
H 17.29 -2.93 -3.46
C 17.28 -1.00 -2.44
H 14.53 -4.34 -4.11
H 13.40 -3.62 -2.97
H 14.86 -4.31 -2.39
H 16.52 -0.50 -1.84
H 17.66 -0.50 -3.34
H 18.12 -1.22 -1.79
C 7.32 7.95 10.13
C 8.60 7.39 9.53
C 9.07 8.10 8.22
C 9.72 9.40 8.45
C 10.92 9.33 9.39
C 10.65 8.65 10.78
N 9.71 7.43 10.59
O 9.50 6.58 11.72
C 9.99 9.66 11.70
C 12.00 8.09 11.27
C 8.35 5.78 9.28
H 6.52 7.98 9.39
H 7.28 9.01 10.39
H 6.90 7.38 10.96
H 8.19 8.46 7.70
H 9.66 7.47 7.55
H 8.98 10.11 8.85
H 9.91 9.97 7.54
H 11.31 10.35 9.43
H 11.59 8.70 8.81
H 9.14 10.10 11.19
H 10.67 10.48 11.95
H 9.72 9.12 12.61
H 12.76 8.87 11.39
H 12.43 7.25 10.73
H 11.86 7.61 12.23
H 7.99 5.33 10.21
H 9.18 5.19 8.90
H 7.47 5.76 8.64
C 20.94 15.29 13.25
C 20.28 15.92 14.49
C 19.93 17.40 14.16
C 19.00 18.10 15.19
C 17.65 17.40 15.10
C 17.70 15.81 15.33
N 18.96 15.17 14.65
O 18.99 13.76 14.69
C 16.36 15.12 14.76
C 17.73 15.49 16.83
C 21.00 15.81 15.85
H 20.23 15.33 12.43
H 21.37 14.33 13.55
H 21.81 15.85 12.92
H 19.40 17.39 13.21
H 20.89 17.89 14.01
H 19.04 19.17 15.01
H 19.46 18.12 16.18
H 17.16 17.75 14.19
H 17.07 17.84 15.91
H 16.07 14.16 15.20
H 16.58 14.75 13.76
H 15.53 15.81 14.81
H 17.71 14.40 16.89
H 16.89 15.90 17.40
H 18.63 15.86 17.32
H 21.23 14.77 16.03
H 20.54 16.40 16.65
H 21.92 16.36 15.66
C 19.13 6.42 9.41
C 19.03 6.52 7.87
C 18.90 5.04 7.34
N 18.18 5.05 6.00
C 18.86 5.89 4.81
C 16.67 5.43 6.05
C 15.94 4.64 4.96
C 16.91 3.51 4.52
C 18.09 3.58 5.46
H 19.19 7.41 9.87
H 19.98 5.85 9.78
H 18.27 5.97 9.91
H 19.89 7.06 7.46
H 18.14 7.08 7.59
H 18.33 4.36 7.98
H 19.91 4.65 7.24
H 18.23 5.62 3.97
H 19.94 5.86 4.63
H 18.68 6.96 4.87
H 16.69 6.52 6.02
H 16.35 5.22 7.07
H 15.58 5.13 4.05
H 15.03 4.20 5.37
H 17.37 3.62 3.54
H 16.56 2.50 4.74
H 19.08 3.45 5.01
H 17.89 2.85 6.25
N 13.37 2.01 9.74
S 12.86 0.66 9.25
O 11.80 0.10 10.05
O 13.78 -0.21 8.51
F 12.04 1.18 8.02
S 13.87 1.44 11.25
O 14.67 0.21 11.30
O 12.95 1.76 12.34
F 14.89 2.65 11.54
N 24.90 3.51 -0.88
S 25.12 2.89 0.45
O 25.04 1.42 0.64
O 24.79 3.74 1.58
F 26.74 3.03 0.56
S 23.32 3.14 -0.84
O 22.41 3.43 0.29
O 23.12 1.82 -1.52
F 22.83 4.34 -1.93
N 27.07 11.33 10.29
S 27.05 12.81 10.53
O 26.51 13.17 11.80
O 27.03 13.73 9.40
F 28.62 12.95 10.82
S 25.64 11.24 9.38
O 25.43 11.92 8.09
O 24.37 11.03 10.08
F 25.85 9.69 8.79
N 16.95 -5.18 1.25
S 16.82 -4.24 2.69
O 17.93 -3.42 3.13
O 15.89 -4.79 3.69
F 15.79 -3.16 2.04
S 17.56 -6.35 2.02
O 16.70 -7.52 2.28
O 18.71 -6.19 2.90
F 18.31 -6.66 0.67
N 18.43 6.17 19.63
S 17.78 4.62 19.23
O 18.64 3.75 18.39
O 16.34 4.52 19.08
F 18.12 4.07 20.78
S 18.35 6.61 18.23
O 17.08 7.05 17.70
O 19.25 6.00 17.19
F 18.89 8.09 18.47
N 14.58 8.40 -2.56
S 14.11 8.26 -4.22
O 14.00 6.88 -4.78
O 14.57 9.32 -5.05
F 12.61 8.77 -4.02
S 15.84 7.57 -2.65
O 16.94 7.95 -3.54
O 15.61 6.16 -2.42
F 16.51 7.99 -1.26
N 17.28 14.68 7.90
S 17.13 13.06 8.02
O 16.25 12.18 7.19
O 17.08 12.72 9.44
F 18.63 12.63 7.63
S 15.82 15.14 8.00
O 15.11 14.84 9.21
O 15.03 15.16 6.77
F 16.11 16.67 8.12
*
```

Atomic partial charges in e from the Mulliken method, atoms 1 to 4: -1.02, 0.59, -0.38, -0.21

***

No. 2
Computed, not measured: a structure of composition C25H51BrF5N6NaO10S3 at a distorted geometry, with ωB97M-V/def2-TZVPD.

F_max (eV/Å): 6.42
E_HOMO (eV): -5.3
Orbital gap (eV): 2.80

Geometry as ORCA input:
```
! RIJCOSX wB97M-V def2-TZVPD def2/J DEFGRID3
* xyz 0 1
N 4.65 -3.59 3.06
C 4.77 -2.70 4.28
N 4.26 -1.36 3.85
C 5.14 -0.24 4.17
C 4.38 0.97 3.59
N 3.16 0.42 3.01
F 2.30 1.26 2.41
C 3.01 -1.07 3.16
C 1.85 -2.10 2.71
C 0.54 -1.73 3.59
F 0.52 -2.47 4.85
H 5.16 -4.47 3.21
H 5.16 -3.05 2.33
H 4.21 -3.14 5.18
H 5.89 -2.57 4.54
H 6.13 -0.26 4.72
H 4.69 2.07 3.62
H 2.16 -3.16 3.03
H 1.53 -2.02 1.63
H 0.50 -0.61 3.85
H -0.41 -2.00 3.01
C -2.65 0.82 -1.68
C -2.00 0.41 -0.37
O -0.69 -0.14 -0.53
C 0.28 0.71 -1.13
C 0.51 2.00 -0.36
H -2.71 -0.03 -2.37
H -3.65 1.20 -1.50
H -2.08 1.60 -2.18
H -2.61 -0.37 0.09
H -1.97 1.24 0.33
H 0.00 0.92 -2.17
H 1.21 0.14 -1.16
H -0.39 2.61 -0.30
H 1.29 2.59 -0.84
H 0.82 1.78 0.67
C -3.20 4.28 1.06
C -2.39 5.11 0.06
C -3.04 6.46 -0.19
O -2.27 4.39 -1.16
H -4.20 4.08 0.67
H -2.72 3.31 1.23
H -3.29 4.80 2.02
H -1.37 5.26 0.45
H -4.04 6.33 -0.62
H -2.46 7.03 -0.92
H -3.12 7.04 0.73
H -3.17 4.24 -1.52
N 3.34 1.73 -5.44
C 3.54 2.81 -4.66
C 2.52 3.47 -3.99
C 1.23 2.99 -4.12
C 0.99 1.87 -4.91
C 2.08 1.28 -5.54
H 4.57 3.15 -4.59
H 2.74 4.33 -3.37
H 0.40 3.48 -3.60
H -0.01 1.47 -5.04
H 1.94 0.41 -6.17
F -4.09 5.37 -2.33
C -4.47 -1.33 7.79
C -3.60 -1.53 6.59
O -3.97 -1.56 5.45
N -2.15 -1.62 6.68
C -1.52 -2.08 7.93
H -5.52 -1.43 7.49
H -4.26 -2.08 8.55
H -4.32 -0.33 8.19
H -1.83 -0.68 6.42
H -1.91 -2.17 5.85
H -1.77 -1.38 8.74
H -0.45 -2.09 7.77
H -1.88 -3.08 8.15
Br 2.65 -0.49 0.76
N -1.76 -0.34 -8.90
S -1.20 -0.17 -7.44
O -1.70 0.93 -6.66
O 0.19 -0.53 -7.21
F -1.94 -1.40 -6.73
S -1.25 0.80 -9.86
O -1.99 0.87 -11.10
O 0.17 0.99 -9.99
F -1.72 2.14 -9.14
C 1.37 -2.66 -3.57
C 2.48 -3.61 -4.01
C 2.96 -4.37 -2.77
S 1.56 -4.43 -1.66
O 1.87 -3.66 -0.48
O 1.07 -5.79 -1.58
C 0.45 -3.48 -2.68
H 0.83 -2.24 -4.42
H 1.80 -1.83 -3.00
H 2.09 -4.32 -4.74
H 3.31 -3.07 -4.48
H 3.28 -5.38 -3.01
H 3.77 -3.84 -2.26
H -0.20 -2.87 -2.06
H -0.14 -4.18 -3.27
O -7.70 -0.57 7.40
H -8.14 -1.43 7.44
H -7.64 -0.39 6.46
Na 4.24 -1.65 -4.95
*
```

Atomic partial charges in e from the Mulliken method, atoms 1 to 4: -0.53, -0.42, 0.38, -0.26

***

No. 3
Computed, not measured: the molecule C9H14FNO at a distorted geometry, with ωB97M-V/def2-TZVPD.

F_max (eV/Å): 5.79
E_HOMO (eV): -8.4
Orbital gap (eV): 8.56
Structure (SMILES): C=C(/C=C/C(=C)N(F)CC)OC

Geometry as ORCA input:
```
! RIJCOSX wB97M-V def2-TZVPD def2/J DEFGRID3
* xyz 0 1
C 2.60 -1.87 1.93
C 1.73 -1.34 1.06
C 1.26 0.05 1.01
C 0.50 0.41 -0.06
C 0.00 1.79 -0.11
C 0.32 2.86 0.62
N -1.17 2.02 -1.12
F -1.59 3.39 -1.14
C -2.23 1.17 -0.70
C -3.33 1.01 -1.79
O 1.23 -2.13 0.05
C 1.81 -3.39 -0.12
H 2.78 -2.94 2.07
H 3.16 -1.22 2.55
H 1.45 0.53 1.92
H 0.10 -0.27 -0.81
H -0.21 3.85 0.44
H 1.19 2.76 1.21
H -2.79 1.58 0.07
H -1.89 0.08 -0.44
H -2.82 0.27 -2.48
H -4.37 0.68 -1.36
H -3.66 1.90 -2.36
H 1.56 -4.00 0.80
H 3.01 -3.27 -0.40
H 1.35 -3.90 -0.83
*
```

Atomic partial charges in e from the natural (NBO) method, atoms 1 to 4: -0.51, 0.29, -0.21, -0.21

***

No. 4
Computed, not measured: the molecule CH4Cl2NPS at a distorted geometry, with ωB97M-V/def2-TZVPD.

F_max (eV/Å): 4.61
E_HOMO (eV): -9.5
Orbital gap (eV): 10.00
Structure (SMILES): CNP(=S)(Cl)Cl

Geometry as ORCA input:
```
! RIJCOSX wB97M-V def2-TZVPD def2/J DEFGRID3
* xyz 0 1
C 1.42 -0.23 0.08
N 0.21 0.66 0.02
P -1.24 -0.08 -0.14
S -1.46 -1.99 -0.42
Cl -2.28 0.73 1.43
Cl -1.92 0.98 -1.68
H 1.43 -0.85 0.95
H 1.34 -1.09 -0.79
H 2.11 0.52 -0.15
H 0.39 1.35 0.70
*
```

Atomic partial charges in e from the natural (NBO) method, atoms 1 to 4: -0.42, -1.00, 1.32, -0.46